[1]
Entry from the Open Molecules 2025 dataset: the molecule CH6OSi2 in a non-equilibrium geometry (ωB97M-V/def2-TZVPD).

Each line ends with the Mulliken charge.
Positions of all 10 atoms, in Å:
Si (0.39, 0.76, -0.15)  0.27
Si (-1.65, -0.30, 0.33)  0.38
O (2.73, -0.03, -1.11)  -0.40
C (1.83, -0.52, -0.47)  -0.09
H (-1.51, -1.19, 1.43)  -0.12
H (-2.71, 0.52, 0.75)  -0.13
H (-2.36, -0.92, -0.78)  -0.11
H (0.69, 1.44, 1.25)  -0.06
H (0.66, 1.83, -1.06)  -0.09
H (1.92, -1.59, -0.19)  0.36

Results
E: -18934.597 eV
Net charge: 0
Spin multiplicity: 1
Energy relative to the best compared isomer or geometry (same formula, charge and spin): 259.58 kJ/mol
HOMO: -9.42 eV
Lowest unoccupied orbital energy: 0.20 eV
SMILES: O=C[SiH2][SiH3]



[2]
Entry from the Open Molecules 2025 dataset: the ion C2H8N2O3P with charge -1 in a non-equilibrium geometry (ωB97M-V/def2-TZVPD).

Each line ends with the Mulliken charge.
Positions of all 16 atoms, in Å:
P (-1.08, -1.09, -0.32)  0.90
O (-1.97, -0.77, -1.47)  -0.78
O (-0.05, -2.26, -0.81)  -0.60
O (-1.54, -1.68, 0.97)  -0.79
N (1.20, -0.08, 0.77)  -0.96
N (0.63, 0.74, -1.36)  -0.81
C (-0.51, 1.66, 0.68)  -1.62
C (0.05, 0.43, -0.03)  1.00
H (1.64, -0.78, 0.26)  0.32
H (0.31, -2.70, -0.12)  0.29
H (1.14, -0.10, -1.55)  0.30
H (-1.40, 2.03, 0.21)  0.34
H (0.83, -0.64, 1.58)  0.30
H (0.20, 2.42, 0.66)  0.45
H (1.37, 1.40, -1.16)  0.30
H (-0.82, 1.42, 1.67)  0.33

Results
E: -20619.245 eV
Net charge: -1
Spin multiplicity: 1
Energy relative to the best compared isomer or geometry (same formula, charge and spin): 3.46 kJ/mol
HOMO: -4.63 eV
Lowest unoccupied orbital energy: 4.03 eV
SMILES: CC(N)(N)[P@](=O)([O-])O



[3]
Entry from the Open Molecules 2025 dataset: a structure of composition C11H9CeN4O10 in a non-equilibrium geometry (ωB97M-V/def2-TZVPD).

Each line ends with the Mulliken spin population.
Positions of all 35 atoms, in Å:
Ce (4.77, -13.50, -0.38)  0.99
O (6.57, -13.92, -2.27)  0.00
O (3.13, -17.13, 1.89)  0.00
O (2.82, -14.33, -1.49)  0.00
O (5.21, -11.27, -0.77)  0.00
O (2.33, -12.42, 2.96)  0.00
O (4.05, -12.57, 1.53)  0.00
O (7.18, -14.00, -0.19)  0.00
O (0.57, -14.43, -2.00)  0.00
O (4.60, -9.07, -0.74)  0.00
O (-0.40, -9.64, 0.09)  0.00
N (5.25, -16.13, -0.86)  0.00
N (4.11, -15.12, 1.34)  0.00
N (2.82, -12.01, -1.01)  0.00
N (7.51, -13.81, -1.45)  0.00
C (3.33, -14.57, 2.47)  0.00
C (0.56, -10.39, -0.43)  0.00
C (1.60, -13.86, -1.62)  0.00
C (3.92, -16.45, 1.22)  0.00
C (1.86, -9.91, -0.45)  0.00
C (2.96, -10.74, -0.70)  0.00
C (4.39, -10.27, -0.72)  0.00
C (1.57, -12.45, -1.19)  0.00
C (3.19, -13.06, 2.37)  0.00
C (0.44, -11.70, -0.98)  0.00
C (4.64, -17.10, 0.05)  0.00
H (3.84, -14.86, 3.39)  0.00
H (3.89, -17.71, -0.46)  0.00
H (2.14, -8.90, -0.21)  0.00
H (5.01, -16.27, -1.83)  0.00
H (-0.51, -12.19, -1.15)  0.00
H (2.31, -14.98, 2.50)  0.00
H (5.41, -17.78, 0.52)  0.00
H (6.28, -16.05, -0.77)  0.00
H (-1.23, -10.15, 0.24)  0.00

Results
E: -50923.047 eV
Net charge: -2
<S²>: 0.75
Spin multiplicity: 2
HOMO (spin up / spin down): -1.26 / -2.34 eV
Lowest unoccupied orbital energy (spin up / spin down): 4.52 / 4.52 eV



[4]
Entry from the Open Molecules 2025 dataset: the molecule C3H5N3 in a non-equilibrium geometry (ωB97M-V/def2-TZVPD).

Each line ends with the Mulliken charge.
Positions of all 11 atoms, in Å:
N (0.33, -0.53, 0.16)  -0.31
N (-1.03, 1.43, 0.03)  -0.47
N (-2.50, -1.61, -0.97)  -0.39
C (-1.80, -0.80, -0.53)  0.11
C (-0.73, 0.09, -0.05)  0.44
C (1.74, -0.52, 0.16)  -0.73
H (-2.01, 1.68, 0.16)  0.27
H (-0.36, 1.93, 0.59)  0.25
H (2.16, 0.16, -0.59)  0.31
H (2.02, -1.54, -0.10)  0.26
H (2.19, -0.30, 1.14)  0.26

Results
E: -7660.730 eV
Net charge: 0
Spin multiplicity: 1
Energy relative to the best compared isomer or geometry (same formula, charge and spin): 166.47 kJ/mol
HOMO: -9.09 eV
Lowest unoccupied orbital energy: 0.59 eV
SMILES: C/N=C(\N)C#N